{
  "formula": "C3H11NO",
  "method": "ωB97M-V/def2-TZVPD",
  "elements": ["C", "C", "C", "N", "H", "H", "H", "H", "H", "H", "H", "H", "H", "O", "H", "H"],
  "coordinates": [[0.204743, -0.290917, 2.035961], [0.419660, -0.328563, 0.537296], [1.078307, -1.614323, 0.072771], [-0.868067, -0.072112, -0.159236], [1.172507, -0.234086, 2.544082], [-0.360351, 0.594511, 2.290448], [-0.301358, -1.183542, 2.395053], [1.026689, 0.550864, 0.303030], [1.183944, -1.626876, -1.010137], [2.086608, -1.709191, 0.472408], [0.414863, -2.445095, 0.332026], [-1.671902, -0.405226, 0.361991], [-0.866209, -0.630988, -1.010409], [-0.822245, 2.236891, -2.190850], [-0.638632, 1.349583, -1.854951], [0.007525, 2.633773, -2.457258]],
  "forces_ev_per_a": [[0.5, -0.1, 0.0], [-0.6, 0.6, -0.1], [-0.2, 0.3, -0.2], [0.3, -0.6, -0.4], [-0.1, 0.0, 0.0], [-0.2, 0.2, 0.2], [-0.2, -0.1, 0.0], [0.3, -0.2, -0.1], [0.0, 0.1, -0.2], [-0.1, -0.3, 0.3], [0.4, -0.1, 0.2], [0.1, 0.0, 0.2], [-0.2, 0.1, 0.0], [-0.3, 0.0, -0.2], [0.0, 0.3, 0.3], [0.2, -0.1, 0.0]],
  "homo_ev": -9.65,
  "energy_ha": -250.8869,
  "homo_lumo_gap_ha": 0.38898
}